The following is a DFT calculation (the ωB97M-V functional and the def2-TZVPD basis) of a structure of composition C6H15N2S in a non-equilibrium geometry.

For the electronic energy, the calculation gives -744.774582 Eh. The maximum force is 0.220 hartree/bohr. As for the multiplicity: 3. The HOMO energy (spin up / spin down) comes out at -9.51 / -13.68 eV. Its charge is +1. Its orbital gap (spin up / spin down) is 6.724 / 7.071 eV.

XYZ file:
```
24
C6H15N2S | the OMol25 dataset | the ωB97M-V functional and the def2-TZVPD basis
S 1.397 2.467 -1.438
N -0.753 0.972 -1.632
N 0.540 0.382 0.397
C -1.756 -2.730 0.526
C 0.020 -1.013 0.511
C 0.538 0.882 -1.258
C -1.249 -1.332 0.638
C -0.283 1.431 1.041
C 1.909 0.296 0.840
H 0.086 2.272 0.591
H 2.161 2.149 -2.403
H 1.856 0.404 1.964
H 2.573 1.023 0.282
H -1.981 -2.859 -0.677
H -2.002 -0.602 0.465
H -1.340 1.381 0.795
H 2.227 -0.662 0.633
H -1.081 1.978 -1.854
H 1.371 -0.007 -1.965
H -1.259 0.182 -1.825
H -1.006 -3.574 0.878
H -0.127 1.457 2.140
H -2.752 -2.821 0.976
H 0.911 -1.678 0.374
```

For reference, the natural (NBO) charges in units of e are: 0.035 -0.879 -0.308 -0.657 0.070 0.011 -0.212 -0.413 -0.417 0.209 0.153 0.236 0.247 0.242 0.194 0.243 0.214 0.433 0.244 0.407 0.243 0.244 0.259 0.202